Record 1
{"formula": "C44H56F6N9OPSTeTi", "method": "ωB97M-V with the def2-TZVPD basis set", "largest_force_ha_per_bohr": 0.0343, "total_charge": 2, "spin_multiplicity": 1, "e_above_lowest_kcal_mol": 23.05, "homo_lumo_gap_ev": 6.552, "species": ["Ti", "N", "C", "C", "N", "C", "C", "N", "C", "C", "N", "H", "H", "H", "H", "H", "H", "H", "H", "H", "H", "H", "H", "H", "H", "H", "H", "H", "H", "S", "C", "N", "N", "C", "C", "C", "C", "C", "C", "N", "N", "C", "C", "C", "C", "C", "C", "H", "H", "H", "H", "H", "H", "H", "H", "H", "H", "H", "F", "P", "F", "F", "F", "F", "F", "C", "C", "C", "C", "C", "C", "Te", "N", "C", "O", "C", "C", "C", "C", "C", "C", "C", "C", "C", "C", "C", "C", "C", "C", "C", "C", "C", "C", "H", "H", "H", "H", "H", "H", "H", "H", "H", "H", "H", "H", "H", "H", "H", "H", "H", "H", "H", "H", "H", "H", "H", "H", "H", "H", "H"], "coordinates": [[-0.185, -1.936, 0.949], [-1.687, -2.427, 2.538], [-1.429, -2.363, 3.994], [-0.278, -3.294, 4.361], [-0.366, -4.550, 3.645], [-1.376, -5.483, 4.120], [-1.907, -6.361, 2.993], [-2.463, -5.531, 1.915], [0.910, -5.141, 3.289], [1.321, -4.886, 1.815], [0.293, -4.126, 1.056], [-2.520, -1.885, 2.316], [-1.925, -3.397, 2.302], [-2.341, -2.629, 4.532], [-1.177, -1.339, 4.271], [-0.258, -3.420, 5.453], [0.660, -2.814, 4.081], [-2.208, -4.906, 4.533], [-1.004, -6.115, 4.938], [-2.630, -7.069, 3.406], [-1.095, -6.960, 2.574], [-3.384, -5.189, 2.170], [-2.614, -6.085, 1.079], [0.862, -6.218, 3.450], [1.701, -4.780, 3.953], [1.475, -5.842, 1.311], [2.265, -4.350, 1.751], [-0.621, -4.551, 1.263], [0.472, -4.280, 0.063], [0.600, -3.620, -2.629], [0.292, -2.053, -2.268], [-0.445, -1.477, -3.375], [0.210, -0.684, -4.061], [-0.273, -0.133, -5.280], [0.624, 0.605, -6.039], [0.184, 1.150, -7.234], [-1.129, 0.952, -7.640], [-2.009, 0.205, -6.863], [-1.590, -0.351, -5.668], [0.549, -1.195, -1.305], [1.261, -1.764, -0.229], [2.660, -1.888, -0.291], [3.348, -2.107, 0.903], [4.731, -2.189, 0.900], [5.440, -2.046, -0.285], [4.753, -1.824, -1.470], [3.369, -1.744, -1.480], [1.149, -0.398, -3.755], [1.648, 0.736, -5.709], [0.865, 1.720, -7.851], [-1.471, 1.376, -8.575], [-3.026, 0.050, -7.195], [-2.254, -0.942, -5.053], [2.809, -2.176, 1.838], [5.257, -2.355, 1.831], [6.520, -2.112, -0.285], [5.298, -1.723, -2.400], [2.852, -1.590, -2.415], [-1.611, -2.695, -0.239], [-3.390, -2.222, -0.682], [-4.844, -1.781, -1.009], [-3.353, -3.497, -1.595], [-2.714, -1.346, -1.828], [-3.109, -0.988, 0.345], [-3.786, -3.108, 0.584], [-3.285, 7.041, 1.100], [-2.694, 5.683, 0.864], [-1.319, 5.487, 0.929], [-0.732, 4.252, 0.694], [0.755, 4.146, 0.859], [-1.578, 3.178, 0.368], [-0.912, 1.374, -0.467], [-0.459, 0.143, 1.058], [0.291, 0.155, 2.151], [0.745, -1.021, 2.439], [0.560, 1.260, 3.071], [1.803, 1.336, 3.700], [2.048, 2.356, 4.601], [1.045, 3.271, 4.903], [-0.204, 3.172, 4.305], [-0.447, 2.172, 3.378], [0.797, 2.062, -1.522], [0.379, 2.685, -2.713], [-1.068, 2.860, -3.103], [1.357, 3.178, -3.566], [2.714, 3.047, -3.290], [3.741, 3.592, -4.239], [3.081, 2.406, -2.117], [2.149, 1.916, -1.203], [2.686, 1.335, 0.070], [-2.976, 3.332, 0.317], [-3.929, 2.211, -0.006], [-3.503, 4.590, 0.576], [-2.708, 7.599, 1.836], [-4.315, 6.973, 1.444], [-3.282, 7.619, 0.174], [-0.678, 6.322, 1.192], [1.284, 4.571, 0.003], [1.085, 3.122, 0.992], [1.061, 4.695, 1.749], [2.569, 0.607, 3.470], [3.014, 2.435, 5.081], [1.236, 4.058, 5.621], [-0.989, 3.870, 4.565], [-1.425, 2.077, 2.925], [-1.614, 3.491, -2.395], [-1.605, 1.909, -3.194], [-1.131, 3.344, -4.076], [1.043, 3.679, -4.476], [3.660, 3.121, -5.220], [4.751, 3.430, -3.870], [3.600, 4.664, -4.385], [4.133, 2.293, -1.881], [3.630, 0.824, -0.119], [2.015, 0.612, 0.514], [2.882, 2.125, 0.799], [-3.620, 1.247, 0.398], [-4.061, 2.088, -1.084], [-4.908, 2.431, 0.415], [-4.579, 4.718, 0.552]], "forces_ev_per_angstrom": [[0.27, -0.52, -1.66], [0.09, 0.08, -0.09], [-0.01, 0.00, -0.06], [0.00, 0.04, 0.06], [0.02, -0.06, -0.03], [-0.02, 0.02, -0.01], [0.00, -0.02, 0.05], [0.02, 0.04, -0.03], [-0.02, -0.01, 0.02], [0.04, 0.01, -0.04], [-0.16, 0.14, 0.13], [0.02, 0.02, -0.01], [-0.04, -0.05, 0.05], [0.01, -0.01, 0.01], [0.00, 0.00, 0.02], [0.00, -0.01, 0.00], [-0.01, 0.01, -0.02], [0.00, 0.00, -0.01], [0.00, -0.03, 0.00], [0.00, 0.00, 0.01], [0.01, 0.02, -0.01], [0.00, 0.01, 0.02], [0.01, -0.01, -0.01], [-0.01, 0.00, 0.00], [0.01, 0.01, -0.01], [0.01, 0.00, 0.00], [0.00, 0.02, 0.03], [0.00, -0.04, 0.02], [0.00, 0.00, -0.02], [0.07, -0.16, 0.13], [-0.30, 0.16, -0.38], [0.16, -0.13, 0.18], [-0.08, 0.12, -0.04], [0.01, 0.01, 0.04], [-0.02, 0.01, 0.02], [0.01, 0.01, 0.00], [0.01, 0.01, -0.01], [-0.03, -0.02, 0.03], [0.01, 0.04, -0.06], [0.05, -0.07, 0.32], [-0.17, -0.16, 0.56], [0.00, 0.06, -0.06], [0.11, 0.01, -0.01], [-0.03, 0.00, 0.00], [0.02, -0.01, 0.00], [-0.01, 0.00, -0.02], [0.05, -0.01, 0.03], [0.04, 0.02, -0.01], [0.00, 0.02, 0.01], [0.00, 0.00, 0.00], [0.01, 0.00, 0.00], [0.00, 0.00, 0.00], [0.01, -0.01, 0.01], [-0.05, 0.01, 0.00], [0.00, 0.00, -0.01], [0.00, 0.00, 0.00], [0.00, 0.00, 0.01], [-0.02, 0.00, 0.00], [-0.01, 0.29, 0.39], [0.11, -0.10, 0.12], [-0.07, 0.04, -0.02], [0.00, 0.03, 0.00], [0.00, 0.03, -0.01], [-0.03, 0.00, 0.01], [0.01, 0.02, -0.05], [-0.02, 0.02, 0.02], [0.03, 0.01, 0.00], [-0.01, -0.01, 0.05], [-0.07, -0.03, 0.05], [0.03, 0.01, -0.01], [0.08, 0.16, -0.07], [-0.12, -0.31, 0.23], [-0.10, 0.14, -0.16], [-0.02, -0.01, 0.15], [0.08, 0.21, 0.28], [0.03, 0.06, -0.03], [0.04, 0.02, -0.01], [0.00, 0.01, 0.01], [-0.01, 0.01, 0.00], [0.03, 0.02, -0.01], [-0.04, 0.03, -0.02], [0.05, 0.03, 0.09], [0.07, -0.02, 0.01], [-0.06, 0.01, -0.05], [-0.05, -0.04, -0.04], [0.01, -0.02, 0.00], [0.04, 0.01, -0.02], [-0.01, -0.01, 0.00], [0.00, 0.07, -0.10], [0.02, -0.04, 0.03], [0.01, 0.03, 0.02], [-0.06, -0.04, -0.01], [0.00, -0.03, 0.00], [0.00, 0.00, -0.01], [0.00, 0.00, -0.01], [0.00, -0.01, 0.00], [0.00, -0.01, 0.00], [0.00, -0.03, -0.01], [-0.03, -0.07, 0.03], [0.01, 0.04, -0.02], [-0.01, -0.01, -0.01], [0.00, -0.01, -0.01], [0.00, -0.01, 0.00], [0.00, -0.01, -0.01], [-0.02, 0.00, -0.05], [0.00, 0.01, 0.01], [0.03, -0.01, 0.01], [-0.01, 0.02, 0.01], [0.00, 0.00, -0.01], [-0.01, 0.00, 0.00], [-0.01, 0.00, 0.00], [0.00, 0.00, 0.00], [-0.01, 0.00, 0.00], [0.01, -0.01, 0.00], [-0.09, -0.08, 0.04], [0.00, 0.00, 0.00], [0.01, 0.02, 0.03], [0.03, 0.00, 0.00], [-0.01, 0.00, -0.04], [0.00, 0.00, 0.01]]}



Record 2
{"formula": "C44H57AlNOP2", "method": "ωB97M-V with the def2-TZVPD basis set", "largest_force_ha_per_bohr": 0.0126, "total_charge": 3, "spin_multiplicity": 1, "e_above_lowest_kcal_mol": 0.00, "homo_lumo_gap_ev": 7.498, "species": ["Al", "C", "C", "C", "C", "C", "C", "C", "H", "H", "H", "H", "H", "H", "H", "H", "O", "N", "C", "C", "C", "C", "C", "C", "C", "P", "C", "C", "C", "C", "C", "C", "C", "C", "C", "C", "C", "C", "H", "H", "H", "H", "H", "H", "H", "H", "H", "H", "H", "H", "H", "H", "H", "H", "C", "C", "C", "C", "C", "C", "P", "C", "C", "C", "C", "C", "C", "C", "C", "C", "C", "C", "C", "H", "H", "H", "H", "H", "H", "H", "H", "H", "H", "H", "H", "H", "H", "H", "H", "H", "H", "H", "H", "H", "H", "H", "H", "H", "H", "H", "H", "H", "H", "H", "H", "H"], "coordinates": [[-0.372, -0.490, -0.421], [2.709, 0.177, 3.507], [1.718, 0.717, 2.528], [1.964, 1.906, 1.827], [1.027, 2.470, 0.972], [-0.207, 1.862, 0.793], [-0.488, 0.676, 1.506], [0.475, 0.115, 2.362], [2.605, 0.713, 4.455], [3.734, 0.326, 3.171], [2.547, -0.880, 3.708], [2.904, 2.423, 1.990], [1.242, 3.412, 0.487], [-0.991, 2.361, 0.230], [-1.528, 0.386, 1.635], [0.228, -0.756, 2.958], [-0.090, -1.786, -1.871], [-0.522, -0.542, -2.449], [0.159, -0.162, -3.472], [1.408, -0.792, -3.850], [1.726, -1.112, -5.171], [2.965, -1.652, -5.465], [3.894, -1.838, -4.449], [3.598, -1.477, -3.138], [2.352, -0.968, -2.806], [2.120, -0.168, -1.131], [3.214, -1.137, -0.057], [4.218, -0.574, 0.728], [5.042, -1.395, 1.486], [4.851, -2.769, 1.489], [3.818, -3.330, 0.748], [3.001, -2.518, -0.020], [2.848, 1.436, -1.592], [4.220, 1.660, -1.694], [4.681, 2.873, -2.186], [3.789, 3.851, -2.604], [2.422, 3.615, -2.544], [1.955, 2.415, -2.036], [0.448, -2.301, -2.508], [-0.225, 0.712, -3.996], [0.991, -0.964, -5.953], [3.212, -1.921, -6.483], [4.866, -2.255, -4.676], [4.353, -1.598, -2.371], [4.352, 0.499, 0.760], [5.837, -0.955, 2.074], [5.506, -3.402, 2.072], [3.658, -4.400, 0.762], [2.209, -2.967, -0.612], [4.938, 0.899, -1.428], [5.746, 3.051, -2.252], [4.157, 4.793, -2.988], [1.724, 4.367, -2.888], [0.885, 2.234, -1.974], [-4.827, -3.696, -3.479], [-5.299, -2.302, -3.017], [-4.207, -1.547, -2.244], [-3.507, -2.516, -1.282], [-2.747, -3.612, -2.069], [-3.303, -3.772, -3.494], [-2.552, -1.582, 0.008], [-3.693, -0.413, 0.871], [-3.782, 0.970, 0.206], [-4.249, 1.984, 1.260], [-5.325, 1.368, 2.183], [-6.057, 0.214, 1.499], [-5.106, -0.956, 1.168], [-1.948, -2.689, 1.370], [-0.534, -3.194, 1.045], [-0.085, -4.169, 2.125], [-0.901, -5.470, 1.981], [-2.310, -5.223, 1.408], [-2.867, -3.857, 1.816], [-5.220, -3.918, -4.469], [-5.208, -4.470, -2.808], [-6.179, -2.407, -2.380], [-5.597, -1.695, -3.871], [-4.667, -0.716, -1.711], [-3.470, -1.127, -2.934], [-4.277, -3.005, -0.676], [-2.856, -4.565, -1.556], [-1.682, -3.405, -2.131], [-2.974, -4.731, -3.892], [-2.905, -2.996, -4.154], [-3.200, -0.268, 1.841], [-4.496, 0.944, -0.616], [-2.815, 1.259, -0.231], [-4.646, 2.864, 0.754], [-3.397, 2.315, 1.862], [-6.042, 2.138, 2.461], [-4.876, 1.011, 3.113], [-6.532, 0.581, 0.587], [-6.854, -0.151, 2.144], [-5.507, -1.505, 0.314], [-5.060, -1.643, 2.014], [-1.864, -2.001, 2.219], [0.163, -2.322, 0.971], [-0.524, -3.696, 0.072], [-0.260, -3.716, 3.104], [0.982, -4.382, 2.051], [-0.971, -5.949, 2.957], [-0.370, -6.161, 1.325], [-2.987, -5.999, 1.760], [-2.282, -5.302, 0.323], [-2.942, -3.833, 2.905], [-3.882, -3.738, 1.437]], "forces_ev_per_angstrom": [[0.20, 0.00, 0.15], [0.04, 0.10, 0.19], [-0.07, 0.01, -0.09], [-0.05, -0.03, 0.00], [0.07, 0.01, -0.04], [-0.13, 0.11, 0.15], [-0.26, 0.19, 0.10], [0.14, -0.11, -0.07], [-0.01, -0.01, 0.00], [-0.09, 0.01, 0.04], [0.03, -0.02, -0.04], [0.00, 0.00, -0.02], [0.02, 0.00, -0.03], [0.05, -0.04, 0.01], [0.15, 0.01, -0.09], [-0.03, -0.02, -0.05], [-0.48, -0.34, -0.28], [-0.21, 0.07, -0.34], [-0.03, 0.05, -0.14], [0.33, -0.16, -0.07], [-0.24, 0.09, 0.14], [0.19, -0.10, 0.01], [-0.08, 0.02, -0.11], [-0.03, -0.04, 0.17], [-0.10, 0.02, 0.00], [0.48, -0.08, -0.09], [-0.12, 0.12, -0.01], [-0.07, -0.07, -0.13], [0.02, 0.01, -0.02], [0.03, 0.03, 0.02], [-0.06, -0.04, 0.02], [0.01, 0.03, -0.03], [-0.34, 0.00, 0.22], [-0.02, -0.03, -0.04], [0.03, 0.02, 0.00], [-0.01, 0.00, 0.00], [-0.06, 0.03, -0.03], [0.01, -0.11, 0.06], [0.26, 0.14, 0.14], [-0.07, 0.03, 0.14], [0.03, 0.03, -0.02], [-0.01, 0.00, 0.00], [0.00, 0.00, -0.01], [0.01, 0.00, -0.01], [0.09, 0.04, -0.09], [0.00, -0.02, 0.01], [-0.01, -0.01, 0.00], [0.02, 0.00, -0.01], [0.05, -0.04, -0.02], [0.01, -0.05, 0.09], [0.00, -0.01, 0.00], [0.01, -0.01, 0.00], [0.01, 0.00, 0.00], [0.00, 0.10, 0.01], [0.12, 0.08, -0.02], [0.08, -0.07, -0.03], [-0.17, -0.05, 0.04], [0.31, 0.23, 0.02], [0.01, -0.04, -0.13], [-0.15, -0.03, 0.11], [-0.05, -0.23, 0.58], [0.10, 0.04, -0.31], [0.07, -0.03, 0.17], [-0.05, -0.08, -0.01], [-0.02, -0.01, -0.11], [0.07, 0.05, 0.09], [-0.08, 0.10, 0.00], [0.01, -0.04, -0.25], [-0.08, 0.16, -0.08], [0.00, -0.07, -0.12], [-0.05, 0.09, 0.07], [0.12, 0.07, 0.12], [0.01, -0.12, -0.03], [-0.06, -0.03, 0.03], [-0.02, -0.01, -0.02], [-0.02, 0.06, -0.02], [-0.03, 0.00, 0.01], [0.05, 0.01, -0.04], [0.02, 0.05, 0.02], [-0.01, 0.05, 0.06], [0.01, -0.02, 0.09], [0.05, -0.02, 0.09], [0.04, 0.03, -0.02], [0.04, -0.01, -0.02], [-0.09, -0.06, 0.00], [0.06, -0.02, -0.05], [-0.10, 0.07, -0.02], [0.04, 0.03, 0.01], [0.00, 0.05, -0.02], [0.02, -0.01, 0.09], [0.01, 0.01, 0.01], [-0.02, -0.03, -0.01], [-0.05, -0.01, -0.06], [0.02, -0.04, 0.04], [0.01, -0.05, -0.03], [0.04, 0.07, -0.03], [0.05, -0.14, 0.05], [0.06, 0.04, -0.03], [0.04, 0.02, 0.03], [0.00, 0.03, 0.02], [0.01, -0.03, -0.02], [0.01, -0.03, 0.04], [-0.02, -0.01, -0.07], [-0.04, -0.02, -0.08], [-0.05, 0.07, 0.00], [-0.02, 0.03, 0.02]]}